C4H19NO4S | ωB97M-V/def2-TZVPD

Calculated values
E_HOMO, eV: -8.807
Energy relative to the best compared isomer or geometry (same formula, charge and spin), kcal per mole: 37.8
Structure (SMILES): C[C@@H](N)CCS.O.O.O.O

ORCA input file:
```
! RIJCOSX wB97M-V def2-TZVPD def2/J DEFGRID3
* xyz 0 1
S -2.0440 -0.3126 1.8944
O 2.4370 0.4600 2.3941
O -1.4009 -0.9319 -3.6183
O 0.0378 2.0453 1.8941
O -0.8511 2.9703 -0.4187
N 0.5548 0.4080 -1.3140
C -1.9445 -0.6865 0.1832
C -0.5511 -1.4973 -0.0126
C 1.8464 -1.7405 -0.6530
C 0.7418 -0.6393 -0.3267
H 1.3915 0.5386 -1.8094
H 3.1952 0.8382 2.6666
H -0.6880 -1.5042 -3.4195
H 1.2261 -0.2802 0.6661
H 2.5209 -1.4290 -1.3827
H -1.9928 0.1820 -0.5286
H -1.6170 3.4205 -0.1192
H 2.5704 -1.7866 0.1955
H 2.1562 1.2134 1.7328
H -2.6978 -1.3261 -0.2562
H -0.0114 1.2648 -1.1253
H -0.8264 -2.2498 -0.6618
H -0.6852 1.3601 2.0163
H 0.5144 2.0576 2.7228
H -0.3821 -2.0955 0.8419
H -3.4225 -0.1586 1.9503
H 1.4349 -2.6704 -0.6849
H -1.1128 -0.1889 -3.1953
H -0.3995 2.7389 0.3681
*
```

C21H25N5O2 | ωB97M-V/def2-TZVPD

Calculated values
E_HOMO, eV: -8.326
Energy relative to the best compared isomer or geometry (same formula, charge and spin), kcal per mole: 82.5
Structure (SMILES): COc1ccc(-n2nnnc2[C@@H]2c3ccccc3CC(C)(C)N2C)cc1OC

ORCA input file:
```
! RIJCOSX wB97M-V def2-TZVPD def2/J DEFGRID3
* xyz 0 1
O 4.2264 0.0988 -0.3339
O 2.5986 -1.1970 -1.8617
N -2.9425 2.5119 -1.2203
N -0.8123 2.1841 -1.2530
N -1.0898 3.2749 -1.9762
N -2.3428 3.4445 -1.9474
N -1.9901 -0.6915 -0.6030
C 2.6359 1.9136 -0.0105
C -1.7154 -1.8430 0.2656
C -1.9956 1.7157 -0.7810
C -0.3275 -1.6007 0.8804
C -2.7499 -2.0349 1.3880
C -2.1507 0.5533 0.1432
C 0.4882 1.6960 -1.0296
C -0.2488 -0.2815 1.5817
C 2.1235 -0.0279 -1.3588
C -1.1045 1.9365 1.9415
C 0.7027 -0.0510 2.5672
C 3.0224 0.6920 -0.5353
C -1.1427 0.7287 1.2534
C 5.1672 0.7538 0.4813
C 1.8086 -1.8897 -2.7973
C 0.7598 1.1615 3.2261
C 0.8574 0.4768 -1.5901
C -0.1569 2.1550 2.9221
C 1.3735 2.4274 -0.2645
C -1.6530 -3.1287 -0.5656
C -3.0913 -0.8585 -1.5340
H 1.5078 1.3298 3.9866
H 1.5739 -1.2654 -3.6652
H 1.0802 3.3813 0.1429
H -2.6973 -1.2277 2.1144
H -0.1324 3.0979 3.4474
H 1.4023 -0.8365 2.8148
H -1.0581 -2.9787 -1.4632
H -4.0451 -1.0934 -1.0421
H 5.4600 1.7216 0.0616
H 2.4089 -2.7407 -3.1149
H -3.2270 0.0703 -2.0857
H 0.8771 -2.2529 -2.3509
H -2.8568 -1.6434 -2.2485
H 6.0354 0.0976 0.5108
H -2.5571 -2.9714 1.9052
H 0.1350 -0.0587 -2.1840
H -0.0905 -2.4033 1.5818
H 0.4229 -1.6232 0.0867
H -1.8223 2.7085 1.7001
H -2.6461 -3.4627 -0.8533
H -3.7575 -2.0747 0.9802
H -1.1897 -3.9164 0.0240
H -3.1729 0.6394 0.5616
H 4.7867 0.8982 1.4977
H 3.3124 2.4842 0.6036
*
```

C18H25I2LaN4O8P2 | ωB97M-V/def2-TZVPD

Calculated values
E_HOMO, eV: -6.577
Energy relative to the best compared isomer or geometry (same formula, charge and spin), kcal per mole: 19.3

ORCA input file:
```
! RIJCOSX wB97M-V def2-TZVPD def2/J DEFGRID3
* xyz 0 1
La -0.2186 -0.2039 0.8439
I -4.0336 -1.0945 3.1691
I -7.5626 -0.2343 -1.6134
P 1.0971 2.4541 0.0256
P 3.1592 0.3207 -0.1021
O 0.3485 1.6279 -0.9721
O 0.6629 2.4087 1.4385
O 1.1820 4.0087 -0.5311
O 2.7199 0.1133 -1.6926
O 2.1218 -0.2613 0.8057
O -1.8004 1.4681 2.1379
O 4.5844 -0.0431 -0.0056
O -1.9464 -1.5179 0.7874
N -1.1614 -0.6447 -1.9495
N -1.7525 2.8527 3.8985
N 3.3688 2.6840 -1.4426
N 0.7440 -2.2105 -0.8413
C 0.7874 -2.0989 -2.1681
C -0.0351 -0.4651 3.3383
C -3.3633 -1.2628 -1.1133
C -2.2273 -1.6476 -2.0117
C -0.0383 -1.0003 -2.7966
C 1.5839 -2.9295 -2.9489
C 3.6798 2.8061 1.0326
C -3.1151 -1.2223 0.2843
C -5.6582 -0.6363 -0.8011
C 2.3689 -3.8885 -2.3302
C 2.3203 -4.0039 -0.9493
C -0.3800 0.8628 4.0296
C -1.3640 1.7282 3.2607
C 2.9163 2.1570 -0.1064
C -4.2397 -0.9078 1.0905
C -4.6083 -0.9648 -1.6378
C -5.4862 -0.6176 0.5716
C 1.4850 -3.1496 -0.2515
H 0.5951 -0.1190 -2.9049
H -4.7631 -1.0090 -2.7092
H 1.4121 -3.2069 0.8295
H -1.5375 0.2488 -2.2434
H -6.3188 -0.3989 1.2247
H 0.3856 4.4972 -0.2743
H 3.6586 3.8952 0.9621
H -0.8025 0.7167 5.0335
H 3.0170 2.0103 -2.1393
H -2.5941 -1.7815 -3.0386
H 2.9493 3.6076 -1.5860
H 3.1979 2.5179 1.9659
H 4.3862 2.7149 -1.4903
H 4.7106 2.4456 1.0530
H -0.3511 -1.3274 -3.7990
H -0.7394 -1.2271 3.6904
H -1.3731 3.1018 4.7919
H -1.8091 -2.5992 -1.6720
H 0.5238 1.4691 4.1455
H -2.3563 3.4998 3.4228
H 0.9633 -0.7786 3.6693
H 3.0006 -4.5400 -2.9199
H 1.5784 -2.8225 -4.0263
H 3.2180 -0.6594 -2.0092
H 2.9096 -4.7426 -0.4251
*
```

C10H13BrOS | ωB97M-V/def2-TZVPD

Calculated values
E_HOMO, eV: -8.451
Energy relative to the best compared isomer or geometry (same formula, charge and spin), kcal per mole: 58.7
Structure (SMILES): OSc1ccccc1.CC/C=C/Br

ORCA input file:
```
! RIJCOSX wB97M-V def2-TZVPD def2/J DEFGRID3
* xyz 0 1
Br 2.2006 3.2750 -0.3967
S -1.4238 -0.6621 -2.3909
O -2.3489 -0.4587 -1.0225
C 1.4990 -2.4718 -0.1278
C 1.9482 -2.8482 -2.4231
C 2.2876 -3.0705 -1.1073
C 0.0347 -1.5625 -1.8232
C -0.8324 1.8224 2.1197
C 0.5710 2.4123 0.1854
C -1.9178 2.8042 2.4727
C 0.4650 -1.6325 -0.4716
C 0.3707 2.5421 1.5030
C 0.8525 -2.1486 -2.7838
H -0.2748 -1.1490 0.2976
H -2.9094 2.3073 2.5933
H -1.2178 0.9921 1.5094
H -0.4884 1.3457 3.0420
H 1.5478 -2.8215 0.8965
H 0.3693 -2.1084 -3.7702
H -3.1925 -1.0539 -1.1294
H -1.6972 3.1777 3.5173
H 3.1030 -3.8084 -0.9303
H -1.9848 3.6448 1.7632
H 2.2949 -3.3560 -3.3671
H 0.0733 1.7746 -0.5491
H 0.6702 3.0540 2.3927
*
```